A 2-piece molecular cluster, C2H9NOS overall, computed with ωB97M-V/def2-TZVPD.

Computed properties:
Relative energy (zero: lowest compared OMol25 entry of this formula, charge and spin)   6.8 kcal/mol
Largest force on an atom   2.4 eV Å⁻¹
Structure (SMILES)   NCCS.O
Highest occupied orbital energy   -8.964 eV
Gap between HOMO and LUMO   9.68 eV

```
! wB97M-V def2-TZVPD RIJCOSX def2/J DEFGRID3
* xyz 0 1
H 0.160 0.592 0.721
H -0.584 1.897 -1.229
H 1.087 1.015 2.417
C 0.283 -0.400 0.310
H 1.275 -0.542 -0.127
S -0.844 0.853 -2.049
H -1.685 -0.783 -0.517
H -0.346 -1.379 -1.512
H 2.132 0.742 3.581
H -0.212 -2.348 0.817
C -0.692 -0.549 -0.895
O 1.881 0.567 2.665
H 0.505 -1.476 2.033
N -0.130 -1.440 1.244
*
```

=====

A 3-piece molecular cluster, C3H13N2O overall, computed with ωB97M-V/def2-TZVPD.

Computed properties:
Relative energy (zero: lowest compared OMol25 entry of this formula, charge and spin)   189.2 kcal/mol
Largest force on an atom   2.8 eV Å⁻¹
Highest occupied orbital energy   -14.455 eV
Gap between HOMO and LUMO   5.22 eV

```
! wB97M-V def2-TZVPD RIJCOSX def2/J DEFGRID3
* xyz 1 1
H -2.903 0.017 0.230
H -1.799 -0.700 -1.783
H 0.571 1.878 -2.184
O -1.141 -0.540 -1.088
H -3.468 -0.101 0.686
H 2.097 1.591 -0.295
H 0.527 -0.968 2.305
C 0.508 0.623 0.857
N 0.339 -1.707 0.321
N 0.190 1.669 -1.253
H 0.540 -2.675 0.533
C 0.851 -0.771 1.269
H -0.561 0.629 0.639
C 1.192 1.007 -0.494
H 1.941 -0.937 1.253
H 0.763 1.360 1.616
H -0.646 1.053 -1.412
H 1.454 0.011 -0.913
H -0.456 -1.440 -0.286
*
```

=====

One molecule with the formula C25H27NO3, computed with ωB97M-V/def2-TZVPD.

Computed properties:
Relative energy (zero: lowest compared OMol25 entry of this formula, charge and spin)   0.0 kcal/mol
Largest force on an atom   0.5 eV Å⁻¹
Structure (SMILES)   COc1ccc([C@H](NC(=O)C2CCCCC2)c2c(O)ccc3ccccc23)cc1
Highest occupied orbital energy   -7.945 eV
Gap between HOMO and LUMO   8.62 eV

```
! wB97M-V def2-TZVPD RIJCOSX def2/J DEFGRID3
* xyz 0 1
C 2.243 1.178 0.087
H -1.860 2.458 -1.885
H -3.142 0.392 -2.386
H 3.961 3.379 -1.816
O -1.115 -4.217 -0.983
C 0.419 -0.562 0.251
H -2.118 0.095 -0.982
H 6.220 -2.217 1.107
C 0.714 -1.102 -0.997
C 4.803 1.582 -1.024
H -2.890 -4.444 0.071
H -3.142 0.198 1.367
H -2.201 -5.875 -0.733
C -2.975 0.669 -1.343
H -4.373 -0.768 -0.553
N -0.208 1.709 0.093
H -4.875 0.492 1.535
C -4.197 0.308 -0.504
H -2.376 3.709 0.222
H -1.603 -3.004 1.422
H 2.207 -0.975 1.773
C -3.991 0.740 0.944
H 4.029 -2.511 2.204
C 3.301 0.268 0.385
C -1.250 2.065 0.902
C -0.953 -2.488 0.733
H -0.409 1.553 -0.884
C 5.620 -0.455 0.070
H 6.581 -0.291 -0.395
O -1.158 2.028 2.110
C 0.859 0.845 0.613
C 3.146 -0.823 1.268
C 0.194 -2.321 -1.372
C -2.701 2.170 -1.249
C -0.423 -1.263 1.100
H 0.846 3.171 -0.400
O 1.658 3.316 -0.912
C -0.648 -3.028 -0.512
H 0.421 -2.751 -2.334
C -3.722 2.240 1.033
C 5.422 -1.518 0.905
H 1.361 -0.564 -1.674
C -1.964 -4.980 -0.161
H -1.468 -5.269 0.772
H -5.079 0.810 -0.911
C 4.583 0.461 -0.196
H 0.833 0.977 1.703
C 3.813 2.491 -1.222
C 4.175 -1.688 1.519
C 2.532 2.307 -0.656
H -3.548 2.521 2.072
H -3.575 2.704 -1.633
H 5.774 1.718 -1.477
H -0.672 -0.846 2.066
H -4.590 2.792 0.665
C -2.490 2.617 0.200
*
```